{
  "formula": "C18H43N6O7P",
  "method": "the ωB97M-V functional and the def2-TZVPD basis",
  "elements": ["C", "C", "C", "C", "N", "C", "O", "C", "O", "O", "P", "N", "H", "H", "H", "H", "H", "H", "H", "H", "H", "H", "H", "H", "H", "H", "H", "C", "N", "C", "C", "O", "H", "H", "H", "H", "H", "H", "H", "C", "N", "C", "C", "O", "H", "H", "H", "H", "H", "H", "H", "C", "N", "C", "C", "O", "H", "H", "H", "H", "H", "H", "H", "C", "N", "C", "C", "O", "H", "H", "H", "H", "H", "H", "H"],
  "xyz": [[0.109, 4.817, 0.920], [-0.595, 3.667, 0.208], [-1.164, 4.063, -1.161], [-2.271, 3.126, -1.663], [-3.643, 3.620, -1.494], [-4.028, 3.866, -0.151], [-4.064, 2.659, 0.621], [-4.633, 1.503, 0.212], [-4.274, 0.468, 0.674], [-5.562, 1.601, -0.764], [-5.588, 4.885, -0.144], [-5.807, 5.745, -1.422], [-0.511, 5.717, 0.896], [0.322, 4.578, 1.962], [1.054, 5.068, 0.433], [0.118, 2.852, 0.062], [-1.396, 3.282, 0.845], [-1.563, 5.082, -1.108], [-0.366, 4.048, -1.901], [-2.150, 2.930, -2.728], [-2.193, 2.159, -1.159], [-3.825, 4.444, -2.058], [-3.320, 4.471, 0.436], [-6.283, 2.186, -0.514], [-5.373, 5.621, 1.034], [-6.603, 4.001, 0.282], [-6.641, 5.527, -1.951], [-3.793, -2.808, 1.206], [-3.263, -3.968, 0.515], [-1.832, -4.081, 0.306], [-4.050, -4.958, 0.055], [-3.642, -5.948, -0.523], [-3.545, -1.886, 0.683], [-3.398, -2.750, 2.222], [-4.877, -2.888, 1.260], [-1.602, -4.137, -0.759], [-1.447, -4.986, 0.778], [-1.340, -3.212, 0.737], [-5.121, -4.786, 0.256], [0.879, -6.550, 2.121], [1.446, -5.324, 2.634], [1.795, -5.235, 4.040], [1.726, -4.280, 1.841], [2.235, -3.236, 2.215], [-0.073, -6.776, 2.606], [1.566, -7.383, 2.282], [0.705, -6.448, 1.051], [1.263, -4.412, 4.519], [2.865, -5.066, 4.138], [1.539, -6.172, 4.527], [1.442, -4.453, 0.788], [3.504, 5.803, -4.484], [2.059, 5.824, -4.544], [1.380, 6.988, -5.087], [1.308, 4.794, -4.111], [0.092, 4.774, -4.143], [3.883, 6.618, -3.863], [3.940, 5.895, -5.481], [3.832, 4.860, -4.051], [0.719, 7.431, -4.343], [0.775, 6.713, -5.950], [2.127, 7.720, -5.388], [1.907, 3.955, -3.716], [7.659, -5.202, 2.166], [6.215, -5.265, 2.164], [5.445, -4.135, 1.662], [5.542, -6.341, 2.610], [4.327, -6.418, 2.629], [8.014, -4.374, 2.783], [8.048, -5.072, 1.155], [8.059, -6.130, 2.573], [4.772, -3.743, 2.423], [4.831, -4.434, 0.813], [6.137, -3.355, 1.349], [6.198, -7.153, 2.966]],
  "forces_ev_per_angstrom": [[0.003, 0.068, -0.133], [-0.030, 0.106, -0.008], [0.048, -0.303, 0.211], [0.026, 0.063, -0.130], [0.157, 0.013, 0.127], [0.092, 0.095, -0.319], [-0.201, 0.043, 0.491], [0.168, 0.280, -0.281], [-0.016, -0.128, -0.027], [-0.202, -0.460, 0.154], [0.050, 0.211, -0.117], [-0.131, -0.169, 0.211], [-0.003, -0.011, 0.086], [0.039, -0.015, 0.001], [-0.010, 0.011, -0.010], [-0.120, -0.129, 0.108], [0.029, -0.049, 0.003], [0.075, 0.041, -0.140], [-0.017, 0.282, 0.008], [0.002, 0.047, -0.004], [-0.018, -0.017, -0.014], [-0.133, -0.088, -0.076], [0.102, -0.107, 0.003], [0.046, 0.261, -0.062], [-0.044, -0.010, 0.065], [-0.030, -0.117, 0.064], [0.096, 0.091, -0.149], [0.042, -0.053, -0.025], [0.037, 0.042, 0.014], [0.006, 0.001, 0.024], [-0.021, -0.052, -0.009], [-0.012, 0.017, 0.012], [-0.013, 0.006, 0.001], [-0.012, 0.011, 0.008], [-0.006, 0.014, 0.000], [0.007, 0.003, -0.004], [0.009, 0.006, 0.003], [-0.001, 0.003, 0.002], [0.004, -0.003, -0.005], [0.085, -0.033, -0.009], [-0.190, 0.054, 0.077], [0.071, 0.034, -0.025], [0.043, 0.017, -0.067], [-0.011, -0.026, -0.005], [-0.003, 0.010, 0.000], [0.012, 0.004, -0.013], [-0.006, -0.012, -0.003], [-0.018, -0.011, -0.006], [0.013, -0.005, 0.056], [-0.018, -0.001, -0.005], [0.011, 0.007, 0.003], [-0.025, -0.003, -0.001], [0.020, 0.046, -0.021], [0.015, -0.004, 0.004], [-0.037, -0.015, -0.009], [0.036, -0.023, -0.032], [0.000, -0.001, 0.007], [0.001, -0.006, -0.004], [0.013, 0.000, 0.001], [0.001, 0.000, 0.007], [0.001, -0.005, -0.004], [-0.006, 0.006, -0.003], [-0.006, 0.003, 0.000], [-0.019, -0.013, -0.006], [0.000, 0.033, -0.014], [0.041, 0.006, 0.022], [-0.064, 0.108, -0.010], [0.021, -0.159, -0.001], [-0.001, -0.001, 0.007], [0.000, -0.005, -0.004], [0.013, 0.002, 0.000], [-0.005, -0.005, 0.002], [0.005, -0.006, -0.016], [-0.007, 0.005, -0.003], [-0.007, -0.005, -0.002]],
  "lowdin_charge": [-0.114, -0.267, -0.195, -0.182, -0.042, -0.489, 0.014, -0.603, 0.156, 0.120, 0.768, -0.285, 0.068, 0.068, 0.070, 0.111, 0.094, 0.114, 0.081, 0.118, 0.119, 0.098, 0.115, 0.080, 0.007, 0.001, -0.028, -0.053, -0.195, -0.044, -0.361, 0.004, 0.069, 0.092, 0.084, 0.095, 0.076, 0.088, 0.131, -0.064, -0.191, -0.047, -0.370, -0.007, 0.088, 0.086, 0.081, 0.091, 0.073, 0.089, 0.132, -0.062, -0.199, -0.040, -0.351, 0.007, 0.089, 0.089, 0.082, 0.093, 0.093, 0.085, 0.136, -0.063, -0.192, -0.033, -0.337, 0.008, 0.089, 0.089, 0.081, 0.080, 0.094, 0.087, 0.133],
  "e_lumo_ev": 0.5,
  "multiplicity": 1,
  "homo_lumo_gap_ev": 9.3,
  "smiles": "CCCCN[C@H](OC(=O)O)[PH2]=N.CN(C)C=O.CN(C)C=O.CN(C)C=O.CN(C)C=O"
}

{
  "formula": "C32H32N3O3P2RbS",
  "method": "the ωB97M-V functional and the def2-TZVPD basis",
  "elements": ["Rb", "N", "C", "C", "O", "N", "C", "C", "O", "O", "H", "H", "H", "H", "H", "H", "C", "C", "P", "C", "C", "C", "C", "C", "C", "C", "C", "C", "C", "C", "C", "C", "P", "C", "C", "C", "C", "C", "C", "C", "C", "C", "C", "C", "C", "H", "H", "H", "H", "H", "H", "H", "H", "H", "H", "H", "H", "H", "H", "H", "H", "H", "H", "H", "H", "H", "H", "H", "H", "H", "H", "S", "C", "N"],
  "xyz": [[-1.174, -3.856, 2.320], [2.584, 2.901, 0.764], [2.675, 4.255, 0.444], [2.541, 5.035, 1.727], [1.497, 5.062, 2.349], [3.707, 5.689, 2.120], [3.650, 6.064, 3.363], [2.126, -1.168, 3.700], [1.125, -1.599, 4.135], [3.184, -0.844, 3.344], [3.274, 2.190, 0.525], [1.645, 2.554, 1.018], [1.883, 4.674, -0.165], [3.656, 4.423, -0.077], [4.583, 6.359, 3.868], [2.705, 6.120, 3.868], [-0.910, -2.288, -1.077], [0.403, -1.479, -0.974], [1.838, -2.387, -1.799], [3.171, -1.286, -1.451], [3.493, -0.903, -0.166], [4.537, -0.087, 0.161], [5.393, 0.342, -0.841], [5.117, -0.049, -2.189], [3.993, -0.848, -2.510], [1.213, -1.868, -3.445], [0.675, -2.847, -4.359], [0.359, -2.457, -5.661], [0.302, -1.099, -5.941], [0.759, -0.143, -5.042], [1.261, -0.537, -3.778], [-2.243, -1.622, -0.628], [-2.239, -0.960, 1.137], [-2.455, 0.786, 0.904], [-3.647, 1.417, 0.474], [-3.767, 2.801, 0.653], [-2.780, 3.585, 1.196], [-1.580, 2.984, 1.598], [-1.434, 1.619, 1.503], [-3.817, -1.395, 1.860], [-3.842, -1.690, 3.242], [-5.086, -1.803, 3.875], [-6.255, -1.521, 3.205], [-6.231, -1.182, 1.862], [-5.040, -1.151, 1.190], [-0.719, -3.269, -0.492], [-1.051, -2.706, -2.150], [0.725, -1.348, 0.058], [0.265, -0.445, -1.333], [2.850, -1.317, 0.606], [4.698, 0.139, 1.184], [6.217, 0.967, -0.634], [5.838, 0.255, -2.981], [3.785, -1.112, -3.548], [0.674, -3.918, -4.097], [0.103, -3.185, -6.421], [-0.124, -0.759, -6.917], [0.625, 0.903, -5.234], [1.554, 0.176, -3.056], [-3.005, -2.418, -0.645], [-2.626, -0.880, -1.338], [-4.461, 0.857, 0.058], [-4.695, 3.284, 0.327], [-2.921, 4.634, 1.247], [-0.763, 3.634, 1.836], [-0.493, 1.087, 1.909], [-2.914, -1.755, 3.805], [-5.095, -2.052, 4.939], [-7.183, -1.517, 3.798], [-7.149, -0.946, 1.289], [-5.068, -1.045, 0.114], [1.516, -6.437, 0.318], [-0.136, -6.434, 0.426], [-1.291, -6.187, 0.628]],
  "forces_ev_per_angstrom": [[-0.081, -0.117, -0.092], [-1.413, -3.267, 0.407], [1.351, 1.701, -0.268], [3.682, 1.942, -0.793], [-2.467, -0.590, 0.781], [-0.738, -2.091, -1.879], [1.024, 1.386, 1.929], [-0.027, -0.851, 0.749], [0.830, 0.700, -0.746], [-0.839, 0.129, -0.048], [-0.593, 0.816, -0.138], [1.182, 0.234, -0.281], [-0.547, -0.413, -0.889], [-0.853, 0.200, 0.655], [-0.425, 0.139, -0.148], [-0.282, -0.086, 0.582], [0.198, -1.799, -0.521], [-0.179, 0.010, 0.420], [-2.484, -0.822, 0.149], [1.224, 1.193, -1.593], [-1.332, -0.954, 0.493], [0.688, -0.030, -0.679], [-1.274, -0.916, -1.800], [0.238, -0.033, 0.372], [1.268, 0.764, 0.904], [0.095, -1.727, -0.830], [1.548, 0.548, 0.188], [-0.381, 0.050, 1.011], [-0.066, 0.864, -1.202], [-0.187, -0.639, 1.068], [-1.338, -0.311, -2.195], [-0.130, -0.618, 0.030], [-0.055, -0.972, -0.090], [0.658, 2.098, 0.785], [1.262, 0.599, 0.407], [-1.120, -0.344, -0.500], [0.536, -1.124, -0.132], [-0.260, 0.370, -0.541], [0.363, -1.659, -0.098], [1.745, -0.253, -0.458], [-1.528, -0.190, 0.468], [2.644, -0.126, 0.770], [-2.208, 0.112, 0.849], [-0.443, 0.187, -0.998], [-0.802, -0.383, -0.400], [-0.479, 1.356, -0.688], [0.263, 0.867, 1.511], [-0.369, -0.108, 0.346], [0.197, -0.382, -0.214], [0.174, 0.251, 0.221], [0.211, 0.380, 0.760], [0.804, 0.552, 0.207], [-0.768, -0.178, 0.606], [0.114, 0.045, 0.377], [0.034, 0.699, 0.048], [-0.210, -0.033, 0.106], [0.548, -0.320, 0.851], [0.129, 0.386, -0.296], [0.476, 0.774, 0.475], [0.154, 0.089, 0.070], [0.434, 0.099, 0.022], [-0.061, -0.010, -0.148], [0.224, -0.175, 0.099], [0.032, 0.875, 0.145], [0.504, 0.116, 0.648], [-1.524, 1.012, -0.790], [-0.052, -0.108, 0.051], [-0.110, 0.076, -0.231], [0.298, 0.007, -0.505], [0.433, -0.249, 0.530], [0.119, 0.118, -0.087], [-0.181, -0.334, -0.102], [-2.299, 1.477, 0.916], [2.422, -1.008, -0.625]],
  "lowdin_charge": [0.684, 0.002, -0.292, -0.631, -0.060, -0.063, -0.227, -0.377, 0.171, 0.209, 0.040, 0.070, 0.086, 0.110, -0.003, 0.004, -0.320, -0.360, 1.074, -0.429, -0.112, -0.102, -0.074, -0.067, -0.098, -0.398, -0.082, -0.111, -0.120, -0.069, -0.115, -0.351, 0.896, -0.382, -0.092, -0.117, -0.108, -0.094, -0.115, -0.470, -0.190, -0.163, -0.187, -0.146, -0.181, 0.075, 0.113, 0.043, 0.093, 0.090, 0.094, 0.083, 0.101, 0.100, 0.107, 0.093, 0.106, 0.092, 0.097, 0.073, 0.077, 0.067, 0.094, 0.082, 0.080, 0.104, 0.060, 0.082, 0.077, 0.098, 0.082, 0.330, -1.094, -0.139],
  "e_lumo_ev": [3.1, 3.1],
  "multiplicity": 1,
  "de_lowest_ev": 0.1198,
  "homo_lumo_gap_ev": [2.4, 2.4],
  "charge": -2
}

Number 1: energy -1908.17624 a.u.. Number 2: energy -2733.49135 a.u..